No. 1
Entry from OMol25: C32H31MoN7O6SSi as an isolated structure (the ωB97M-V functional and the def2-TZVPD basis).

Element x y z (Å)
Mo: -0.3547 -0.5637 0.1376
O: -2.3365 4.3708 -1.3263
C: -3.2099 3.4964 -1.8550
C: -4.2459 4.0207 -2.6303
C: -5.1807 3.1844 -3.2011
C: -5.1151 1.8046 -3.0138
C: -4.0952 1.2810 -2.2515
C: -3.1307 2.1077 -1.6606
C: -2.0603 1.4867 -0.8710
O: -2.1080 0.2098 -0.6698
N: -1.1299 2.2530 -0.3455
N: -0.3648 1.4912 0.5241
C: 0.1056 2.0378 1.5904
C: 0.5079 1.2624 2.7477
C: 1.2559 1.8541 3.7724
C: 1.4419 1.2033 4.9739
C: 0.8277 -0.0295 5.1893
C: 0.0518 -0.6241 4.2110
C: -0.0849 0.0026 2.9756
O: -0.8234 -0.5662 2.0017
H: -1.7163 3.8737 -0.7564
H: -4.2894 5.0917 -2.7630
H: -5.9771 3.6101 -3.7967
H: -5.8538 1.1550 -3.4605
H: -4.0152 0.2152 -2.0916
H: 0.0521 3.1227 1.6646
H: 1.6833 2.8346 3.6096
H: 2.0400 1.6537 5.7519
H: 0.9557 -0.5335 6.1377
H: -0.4311 -1.5770 4.3766
C: -1.3541 -4.1015 -0.4209
C: -0.8599 -3.3050 -1.5835
C: -0.8270 -3.7708 -2.8758
C: -0.3555 -2.9239 -3.8897
C: 0.0947 -1.6576 -3.6188
C: 0.1013 -1.2336 -2.2768
N: -0.4029 -2.0660 -1.3228
N: 0.5243 -0.0714 -1.7333
Si: 1.2896 1.2321 -2.6479
C: 2.8036 0.5350 -3.5002
C: 0.1088 1.9452 -3.9095
C: 1.9126 2.5325 -1.4533
H: -1.9363 -4.9554 -0.7587
H: -1.9848 -3.4943 0.2331
H: -0.5156 -4.4790 0.1689
H: -1.1703 -4.7688 -3.0980
H: -0.3527 -3.2779 -4.9116
H: 0.4333 -0.9984 -4.4034
H: 2.6073 -0.3002 -4.1720
H: 3.5517 0.2073 -2.7775
H: 3.2528 1.3330 -4.0952
H: 0.1534 1.4072 -4.8572
H: 0.3683 2.9847 -4.1145
H: -0.9258 1.9306 -3.5650
H: 2.2182 2.1105 -0.4968
H: 1.1698 3.3014 -1.2607
H: 2.7919 3.0105 -1.8865
O: 6.3638 -7.1261 4.9880
S: 5.2275 -6.8048 4.1609
O: 4.0264 -6.4077 4.8694
O: 5.0031 -7.6825 3.0263
C: 5.7106 -5.2809 3.2996
N: 6.9996 -4.9882 3.1393
C: 7.2907 -3.8894 2.4626
C: 6.3243 -3.0477 1.9241
C: 5.0141 -3.4463 2.1515
N: 4.7114 -4.5407 2.8324
C: 3.8187 -2.6932 1.6691
C: 2.5584 -3.1308 2.0793
C: 1.4446 -2.4532 1.6527
N: 1.5135 -1.3889 0.8297
C: 2.7226 -0.9699 0.4209
C: 3.8892 -1.5865 0.8259
H: 8.3449 -3.6597 2.3451
H: 6.5981 -2.1541 1.3870
H: 2.4899 -3.9947 2.7257
H: 0.4529 -2.7587 1.9682
H: 2.7320 -0.1258 -0.2549
H: 4.8320 -1.2038 0.4662

The largest force on an atom comes out at 1.48 eV Å⁻¹. As for the spin multiplicity: 3. For the HOMO-LUMO gap (spin up / spin down), the calculation gives 4.72 / 5.00 eV. For the highest occupied orbital energy (spin up / spin down), the calculation gives -7.3 / -7.3 eV.

Löwdin atomic charge list, values in e, 6 entries: 1.830, 0.065, -0.266, -0.006, -0.069, -0.082

=====

No. 2
Entry from OMol25: C32H32BN11O2W as an isolated structure (the ωB97M-V functional and the def2-TZVPD basis).

Element x y z (Å)
W: -0.8569 0.0995 1.0317
C: 2.1636 0.6821 -1.5222
C: 1.3155 1.5912 -0.7137
C: 0.9715 2.9268 -0.9156
C: 0.1553 3.2736 0.1509
N: 0.0216 2.2153 0.9635
N: 0.7520 1.1669 0.4352
B: -0.8041 2.1998 2.4713
N: -0.0523 1.1797 3.3438
C: 0.4246 1.2736 4.5991
C: 0.9258 0.0401 4.9631
C: 0.7182 -0.8029 3.8683
C: 1.0642 -2.2391 3.7434
N: 0.1167 -0.1063 2.8796
N: -2.2540 1.6637 2.2137
C: -3.4179 2.3337 2.1357
C: -4.4505 1.4299 1.9690
C: -3.8557 0.1678 1.9328
C: -4.4260 -1.1799 1.7199
N: -2.5320 0.3071 2.1094
N: -0.7560 3.5596 3.0107
C: 0.3630 4.2285 3.4654
C: -0.0444 5.4173 3.9817
C: -1.4596 5.4389 3.8092
C: -2.4000 6.4971 4.2202
N: -1.8542 4.3301 3.2185
H: 2.1143 0.9497 -2.5719
H: 1.8594 -0.3560 -1.3855
H: 3.2024 0.7747 -1.2060
H: 1.2666 3.5535 -1.7327
H: -0.3026 4.2208 0.3645
H: 0.3718 2.1859 5.1657
H: 1.3769 -0.2170 5.9015
H: 1.4286 -2.6124 4.6961
H: 1.8510 -2.3875 3.0033
H: 0.1923 -2.8298 3.4607
H: -3.4326 3.4031 2.2688
H: -5.4946 1.6520 1.8667
H: -5.1999 -1.1484 0.9588
H: -4.8923 -1.5460 2.6327
H: -3.6348 -1.8840 1.4287
H: 1.3398 3.7995 3.3665
H: 0.5573 6.1786 4.4299
H: -1.8571 7.3621 4.5873
H: -3.0565 6.1350 5.0117
H: -3.0429 6.7910 3.3924
C: 6.0472 -3.4170 -3.7110
O: 5.0385 -2.4566 -3.9723
C: 3.8157 -2.7781 -4.3208
C: 2.9426 -1.6700 -4.4860
C: 1.6188 -1.8484 -4.7363
C: 1.0959 -3.1628 -4.8873
C: 1.9896 -4.2578 -4.8699
C: 3.3069 -4.0786 -4.5404
N: -0.2073 -3.3523 -5.1078
N: -1.2070 -2.7296 -4.8242
C: -1.5010 -1.9975 -3.7322
C: -2.3485 -0.8847 -3.8587
C: -2.5041 0.0301 -2.8347
C: -1.8619 -0.1915 -1.6119
O: -1.8536 0.6277 -0.5729
C: -1.1347 -1.3941 -1.4141
N: -0.6205 -1.5412 -0.1310
C: 0.0397 -2.7067 0.1143
C: 0.2008 -3.6985 -0.8333
C: -0.2755 -3.5276 -2.1247
C: -0.9421 -2.3318 -2.4460
H: 6.8719 -2.8597 -3.2678
H: 6.3986 -3.8848 -4.6323
H: 5.6979 -4.1829 -3.0158
H: 3.3774 -0.6868 -4.4033
H: 0.9593 -1.0045 -4.8641
H: 1.6118 -5.2478 -5.0805
H: 3.9549 -4.9394 -4.4882
H: -2.8190 -0.7046 -4.8130
H: -3.0987 0.9177 -2.9776
H: 0.4046 -2.8288 1.1269
H: 0.7085 -4.6085 -0.5621
H: -0.1820 -4.3220 -2.8446

The largest force on an atom comes out at 2.63 eV Å⁻¹. As for the spin multiplicity: 4. For the HOMO-LUMO gap (spin up / spin down), the calculation gives 5.78 / 5.74 eV. The charge is +3. For the energy above the lowest of the compared OMol25 structures with the same formula, charge and spin, the calculation gives 234.6 kJ/mol. For the highest occupied orbital energy (spin up / spin down), the calculation gives -15.6 / -16.0 eV.

Löwdin atomic charge list, values in e, 6 entries: 1.842, 0.007, -0.278, 0.059, 0.011, -0.045

=====

No. 3
Entry from OMol25: C32H32BiN4OS4 as an isolated structure (the ωB97M-V functional and the def2-TZVPD basis).

Element x y z (Å)
Bi: 0.3656 -0.1363 0.2211
C: -2.9965 -0.1747 1.0489
N: -2.1097 0.9508 0.6688
C: -2.6642 1.8674 -0.3310
C: -2.1934 1.5556 -1.7427
N: -0.7496 1.6220 -1.9140
C: -0.3517 1.0348 -3.1928
C: -0.1144 2.8756 -1.6559
C: -0.8148 4.0713 -1.7996
C: -0.2272 5.2970 -1.5218
C: 1.0961 5.3326 -1.1095
C: 1.8093 4.1505 -0.9827
C: 1.2345 2.9013 -1.2423
S: 2.2306 1.4585 -1.0243
C: -3.6330 -0.8879 -0.1205
C: -5.0166 -0.7611 -0.2631
C: -5.7332 -1.4148 -1.2509
C: -5.0425 -2.2266 -2.1398
C: -3.6710 -2.3600 -2.0254
C: -2.9277 -1.7096 -1.0249
S: -1.1869 -2.0381 -1.0831
H: -3.8013 0.1921 1.6957
H: -1.8421 1.4630 1.5003
H: -2.3960 -0.8792 1.6233
H: -2.3677 2.8810 -0.0596
H: -3.7591 1.8308 -0.3344
H: -2.7317 2.2147 -2.4445
H: -2.4791 0.5336 -1.9920
H: -0.8089 1.5778 -4.0346
H: -0.6713 -0.0083 -3.2220
H: 0.7315 1.0728 -3.2904
H: -1.8408 4.0497 -2.1476
H: -0.8012 6.2099 -1.6247
H: 1.5720 6.2776 -0.8759
H: 2.8421 4.1682 -0.6566
H: -5.5448 -0.1274 0.4418
H: -6.8075 -1.2991 -1.3184
H: -5.5712 -2.7553 -2.9245
H: -3.1312 -2.9885 -2.7229
C: -0.2931 2.0360 5.1253
C: 0.2947 1.0067 4.1956
N: 0.9685 1.4951 3.2177
N: 1.4828 0.6378 2.3053
C: 2.5052 -0.1249 2.3400
S: 2.7053 -1.2477 1.0250
S: 3.7464 -0.0128 3.6375
C: 3.4416 -1.5090 4.6167
C: 4.1449 -2.7895 4.2107
C: 3.8873 -3.9297 4.9730
C: 4.4948 -5.1393 4.6767
C: 5.3768 -5.2296 3.6060
C: 5.6369 -4.1019 2.8438
C: 5.0257 -2.8885 3.1440
C: 0.1112 -0.4274 4.5122
C: 0.1972 -0.8152 5.8582
C: 0.1810 -2.1388 6.2501
C: 0.0831 -3.1265 5.2641
C: -0.0443 -2.7824 3.9393
C: -0.1126 -1.4265 3.5137
O: -0.3980 -1.1708 2.2831
H: -0.1082 3.0297 4.7225
H: 0.1532 1.9766 6.1197
H: -1.3671 1.8738 5.2406
H: 2.3666 -1.6685 4.6626
H: 3.7683 -1.2245 5.6189
H: 3.1878 -3.8623 5.8000
H: 4.2758 -6.0146 5.2764
H: 5.8508 -6.1737 3.3668
H: 6.3157 -4.1601 2.0014
H: 5.2235 -2.0183 2.5316
H: 0.3209 -0.0499 6.6156
H: 0.2698 -2.4026 7.2961
H: 0.1054 -4.1743 5.5448
H: -0.1353 -3.5337 3.1647

The largest force on an atom comes out at 0.60 eV Å⁻¹. For the HOMO-LUMO gap, the calculation gives 7.00 eV. The charge is -1. For the energy above the lowest of the compared OMol25 structures with the same formula, charge and spin, the calculation gives 0.0 kJ/mol. For the highest occupied orbital energy, the calculation gives -4.4 eV.

natural (NBO) atomic charge list, values in e, 6 entries: 1.663, -0.248, -0.652, -0.240, -0.232, -0.495

=====

No. 4
Entry from OMol25: C32H32ClN4OPReS as an isolated structure (the ωB97M-V functional and the def2-TZVPD basis).

Element x y z (Å)
Re: 0.4509 1.1404 -0.8395
C: 0.8115 5.3314 -2.0300
C: 0.6745 4.2348 -1.0484
O: 0.5374 3.0209 -1.4663
N: 0.7096 4.4484 0.2426
C: 0.5362 3.3725 1.2158
C: -0.8756 2.8136 1.2139
C: -1.8445 3.3544 2.0311
C: -3.1603 2.9247 1.9187
C: -3.4754 1.9708 0.9614
C: -2.4647 1.4532 0.1823
N: -1.1783 1.8369 0.3154
H: 1.7899 5.2482 -2.5123
H: 0.7263 6.3097 -1.5628
H: 0.0565 5.2208 -2.8090
H: 0.8553 5.3941 0.5761
H: 0.7551 3.7815 2.2006
H: 1.3021 2.5984 1.0533
H: -1.5761 4.1182 2.7504
H: -3.9279 3.3417 2.5586
H: -4.4928 1.6345 0.8181
H: -2.6679 0.7148 -0.5762
Cl: 2.6506 1.1903 -2.0655
C: 3.6173 -0.1551 -1.4291
C: 4.7982 -0.4334 -2.0743
C: 5.5730 -1.4926 -1.6060
C: 5.1469 -2.2547 -0.5293
C: 3.9407 -1.9601 0.0939
C: 3.1652 -0.8867 -0.3407
P: 1.6374 -0.5265 0.5210
C: 0.7914 -2.1019 0.7269
C: 0.6920 -2.9392 -0.3947
C: 0.1901 -4.2239 -0.2454
C: -0.2116 -4.6702 1.0179
C: -0.1177 -3.8377 2.1187
C: 0.3878 -2.5471 1.9810
C: 1.9634 0.2392 2.0974
C: 3.2739 0.4091 2.5507
C: 3.4889 0.9187 3.8261
C: 2.4124 1.2463 4.6368
C: 1.1036 1.0675 4.1875
C: 0.8707 0.5667 2.9193
H: 5.1168 0.1484 -2.9301
H: 6.5068 -1.7232 -2.1018
H: 5.7472 -3.0830 -0.1783
H: 3.6041 -2.5686 0.9260
H: 1.0664 -2.6171 -1.3617
H: 0.1518 -4.8915 -1.0976
H: -0.5736 -5.6831 1.1405
H: -0.4141 -4.1940 3.0965
H: 0.4868 -1.9153 2.8532
H: 4.1171 0.1537 1.9233
H: 4.5004 1.0489 4.1873
H: 2.5881 1.6310 5.6333
H: 0.2724 1.2970 4.8423
H: -0.1448 0.3804 2.5847
C: -3.6980 -3.8528 -1.0637
C: -3.4632 -2.5958 -1.8258
C: -4.3785 -2.0074 -2.6766
C: -4.0666 -0.8196 -3.3325
N: -2.8470 -0.2358 -3.1256
C: -2.0117 -0.8204 -2.3372
S: -0.3217 -0.1471 -2.4000
N: -2.2681 -1.9663 -1.6737
C: -4.9980 -0.1465 -4.2648
H: -4.4110 -4.4889 -1.5841
H: -4.1260 -3.6128 -0.0861
H: -2.7751 -4.4087 -0.9017
H: -5.3314 -2.4912 -2.8451
H: -1.5353 -2.4125 -1.1129
H: -5.7818 -0.8165 -4.6089
H: -4.4538 0.2693 -5.1122
H: -5.4744 0.6968 -3.7530

The largest force on an atom comes out at 0.69 eV Å⁻¹. As for the spin multiplicity: 2. For the HOMO-LUMO gap (spin up / spin down), the calculation gives 6.34 / 6.32 eV. The charge is +4. For the highest occupied orbital energy (spin up / spin down), the calculation gives -19.8 / -19.7 eV.

Löwdin atomic charge list, values in e, 6 entries: 0.956, 0.078, -0.386, -0.216, 0.161, -0.078